Below is a structure of composition C20H61NO10 at a distorted geometry, with properties calculated with ωB97M-V with the def2-TZVPD basis set.

```
! wB97M-V def2-TZVPD RIJCOSX def2/J DEFGRID3
* xyz 0 1
H 3.41444 -25.80285 -18.26403
C 5.77678 -26.73554 -19.42718
H 2.47627 -28.60992 -24.30259
C 2.95305 -27.16372 -20.25285
H 3.35282 -27.68180 -21.12455
H -1.75597 -28.55288 -21.97381
O 5.69773 -29.15411 -19.78855
H 4.04681 -27.96390 -18.01317
H 2.60081 -23.20331 -18.60575
C 2.09615 -28.37459 -22.37912
C -0.34784 -26.72299 -23.60663
H -2.22942 -25.75192 -23.12237
H 4.74412 -26.81495 -19.08745
H 1.99251 -27.59843 -19.97628
H 1.05964 -28.38743 -20.46678
C 1.65322 -25.52204 -23.14420
N -2.57657 -27.52760 -24.31649
H 2.46555 -28.99293 -18.67781
C -1.84257 -26.76198 -23.25736
H 7.12443 -27.80968 -20.62336
C -0.09673 -24.03507 -19.25016
O 4.99824 -24.05172 -22.59711
C 3.92763 -26.23656 -23.68775
C 0.84868 -28.33503 -21.53488
O 2.81312 -31.52233 -19.15621
H 3.46305 -23.84219 -21.29040
H 5.11280 -25.69027 -21.95045
H 1.46825 -25.34193 -19.24865
O 3.46509 -24.86546 -23.77338
H 2.23101 -23.62412 -20.22548
H 0.06301 -27.72368 -23.47272
O 0.64072 -26.40972 -19.35357
H 4.27097 -26.57822 -24.66422
H -0.39101 -23.19961 -19.88537
H 3.14481 -32.38167 -19.42660
C 2.90938 -25.66648 -20.48419
H 3.65549 -22.51400 -22.57618
H 5.66148 -27.21993 -22.62843
H 2.14805 -26.40680 -23.54475
C 2.01369 -27.52201 -17.42771
H 4.63814 -22.60945 -21.13480
H 0.21499 -29.21460 -21.64841
H 2.42528 -25.41822 -21.42871
H 4.45687 -24.57413 -23.19344
H 0.23070 -27.45995 -21.73598
H 3.42101 -22.29270 -19.82424
H -0.55575 -25.59202 -20.74235
H -0.85996 -24.30682 -18.52096
H -1.57983 -27.01964 -21.12545
C 6.06059 -27.92798 -20.41758
H -3.16179 -27.59872 -21.75370
H 1.48146 -26.93731 -16.67741
C 0.29537 -25.27306 -20.14071
C 5.22154 -26.25412 -22.87692
H 0.76422 -23.68258 -18.68215
H 4.65918 -30.49342 -19.10244
H 3.58072 -28.36330 -19.90605
H 2.83025 -29.08436 -21.99778
H 5.98749 -25.80817 -19.95980
H 1.85668 -28.55937 -17.13217
H 6.46661 -26.77358 -18.58409
H 5.95090 -25.68103 -23.44934
O 1.33621 -21.86975 -19.61657
H -2.56525 -27.00439 -25.18033
H 2.25136 -25.00705 -22.39247
H 2.22155 -29.45527 -20.36973
H 3.66631 -27.47243 -19.48860
H 6.27967 -29.91114 -19.88785
H 2.53456 -27.37682 -22.36004
H 4.01182 -30.86010 -20.65072
O 1.70154 -28.65046 -23.73712
H 5.48255 -27.80383 -21.33331
H 1.66550 -27.30527 -18.43760
H 1.12728 -21.69962 -20.53798
H -0.22500 -26.27758 -24.59386
C 4.12576 -23.21269 -21.88424
H 3.18359 -26.90045 -23.24757
H -0.11196 -26.72704 -18.84921
C 2.46642 -22.76647 -19.59530
H 3.96470 -25.42285 -20.60691
C 3.52399 -27.35029 -17.27952
H 1.10546 -25.00233 -20.81788
O 0.29998 -25.82158 -22.73667
H 3.90018 -27.72373 -16.32709
O 2.38097 -25.05553 -19.32940
H -2.00942 -28.35792 -24.41135
H 2.72934 -24.89851 -24.38916
H 1.58381 -24.86524 -24.01132
C 2.97257 -29.21998 -19.61561
C 3.71870 -30.53744 -19.65169
O 3.86889 -26.03279 -17.45028
C -2.09260 -27.51646 -21.94907
*
```

- Gap between HOMO and LUMO: 8.71 eV

Löwdin atomic charge list, values in e, 6 entries:
1 H 0.026
2 C -0.037
3 H 0.098
4 C -0.213
5 H 0.083
6 H 0.075

***

Below is a cluster of 12 separate species, C20H64O20 in total at a distorted geometry, with properties calculated with ωB97M-V with the def2-TZVPD basis set.

```
! wB97M-V def2-TZVPD RIJCOSX def2/J DEFGRID3
* xyz 0 1
H -2.15298 2.96604 3.16847
O 3.66345 2.41016 -0.61262
O -3.83669 -0.18185 -3.64267
O -0.55077 0.23581 -6.28031
O -2.82261 2.05446 -2.07994
H -0.33124 -2.61607 5.10719
C 3.87490 -3.13574 2.44353
O 0.91341 0.47947 -0.15559
H 1.59677 -0.19785 0.02874
H -2.70054 -1.15220 -1.79014
O 3.97928 1.53195 1.87676
O 1.20622 6.44761 -1.72033
O 1.56536 -0.59087 -4.20939
H -1.43220 -1.08777 3.61238
H -4.91170 -1.70732 -2.93277
H -0.04324 -0.72310 -2.98129
H 1.20639 3.15861 2.84873
O -4.04792 0.29743 4.02775
H -1.74545 -0.44254 -4.82617
H 4.50830 -2.70438 0.54749
H 1.63799 4.50079 -2.43413
H 2.07001 0.83328 2.48167
C -3.67640 -0.96564 -1.32957
C -0.71963 -0.59249 4.32482
H -0.72069 -4.43898 2.80672
H -0.45500 -1.54480 -5.52081
H 4.66225 1.14789 -1.80747
H -0.63960 -0.87252 -0.54101
H -1.31113 -0.34115 5.20847
H 1.13862 -1.34572 3.21811
C 2.70648 1.68953 2.55481
H 4.81499 -3.54133 2.78548
C -4.55249 -0.76229 -2.56498
C -2.35424 -3.77762 1.95132
H 4.64703 -1.26650 1.56665
C 2.86115 -4.27128 -1.58970
H 2.68888 3.77220 2.12285
C 1.96122 2.94171 2.09814
H 2.84580 0.92983 -1.83599
H -4.63229 0.11099 1.94937
H -0.46640 5.30963 -0.49561
O 1.37556 2.88937 0.78550
H -3.56425 3.65652 -3.18109
H 2.44200 -4.38299 2.71173
H -3.01724 1.56997 1.13766
H 1.59800 -1.53847 -3.90567
H 3.53661 -5.94846 -2.48199
H -0.62864 1.16398 3.37975
H 3.41818 -2.58132 3.24438
O -0.52542 3.30554 -1.24736
H 3.64136 -3.67244 -2.04754
H -3.42230 0.68856 -3.38563
H -4.02205 2.40470 2.35989
O 1.06159 -3.24863 -2.80890
H -0.70168 4.94532 -2.31163
H 1.34308 1.93215 0.51792
C 0.21506 -1.74065 4.73826
O 2.97036 -4.12419 1.98318
H 3.17870 -4.47714 -0.59032
C 1.50185 -3.59609 -1.54645
H -3.05822 -0.53750 2.57669
C 4.04788 -2.13672 1.33078
O 2.72419 -1.64651 1.01038
O -0.03467 0.48157 3.76350
O -2.01419 2.13344 2.75789
H -3.47154 3.84041 -1.44077
H -1.11256 0.64462 0.23123
H 2.85096 1.79359 3.61031
H 2.82574 2.88358 -0.52635
H 3.59167 2.29850 -2.66444
C -3.78032 0.30835 2.63271
C -0.35072 -0.11689 0.19006
C 0.18798 -0.24316 -3.94537
C -3.72879 3.11683 -2.20950
O -1.57920 -4.82001 2.51124
H -3.33608 0.89711 -0.87991
H 0.22780 0.82232 -3.72942
H 0.89514 -1.55397 5.58776
H 1.11008 -4.06937 -3.31146
H 1.63968 -2.69163 -0.94432
H -0.31250 -0.62618 1.16793
O 2.68286 -5.47004 -2.33808
C -0.19547 4.68495 -1.37795
H 3.83237 1.76933 0.93725
H -4.04058 -1.82759 -0.79139
C 1.29619 5.01961 -1.54317
O -3.70362 0.09781 -0.42029
H -4.84674 0.81419 4.20663
H -1.98246 2.54180 -2.01525
H -4.76996 2.79739 -2.09808
H -2.88723 -4.15023 1.06196
H -5.44222 -0.17444 -2.30744
C -3.24333 1.68677 2.16489
H -0.23878 3.11504 -0.33654
H 0.88009 -4.32877 -1.05757
H 2.06523 6.81505 -1.74636
C 3.67423 1.64744 -1.80140
H -0.70464 1.14755 -6.11864
H -1.65580 -2.98373 1.67329
H -3.08451 -3.42803 2.66417
C -0.71295 -0.54202 -5.13740
H 2.12929 -2.39373 0.99692
O 0.88188 -2.17998 3.61504
H 1.89772 4.76011 -0.68021
*
```

- Gap between HOMO and LUMO: 9.49 eV

Löwdin atomic charge list, values in e, 6 entries:
1 H 0.082
2 O -0.141
3 O -0.100
4 O -0.041
5 O -0.168
6 H 0.122

***

Quick rundown of energy relative to the best compared isomer or geometry (same formula, charge and spin), same order as above: 24.147 0.893 eV
Quick rundown of HOMO energy, same order as above: -8.593 -9.289 eV
Quick rundown of lowest unoccupied orbital energy, same order as above: 0.004 0.007 Ha